Computed, not measured: the molecule C22H28N2O3, with ωB97M-V/def2-TZVPD.

Each line ends with the Mulliken charge.
Element x y z (Å)
O (2.780, 0.818, -0.969)  -0.275
O (3.336, 3.347, -2.183)  -0.504
O (2.501, -1.184, 1.895)  -0.712
N (1.108, 0.519, 1.421)  0.035
N (-1.206, -0.457, -0.044)  0.116
C (5.482, 2.159, 1.164)  -0.883
C (-0.792, 0.130, 2.915)  -0.639
C (3.997, 2.862, -1.089)  0.408
C (-4.717, -1.099, -0.987)  -1.344
C (4.531, 1.290, 0.657)  -0.815
C (5.685, 3.386, 0.563)  -0.486
C (4.950, 3.723, -0.556)  -0.506
C (3.771, 1.627, -0.455)  1.257
C (-2.416, -2.483, -0.446)  -0.739
C (-4.729, -2.481, -1.093)  1.078
C (-3.514, -4.676, -0.911)  -1.695
C (0.655, 0.601, 2.797)  -1.090
C (-1.685, 0.930, 1.969)  -0.914
C (-3.581, -0.402, -0.619)  -0.576
C (-1.140, 0.866, 0.531)  -0.223
C (2.039, -0.395, 1.088)  1.183
C (-2.402, -1.090, -0.344)  0.941
C (0.327, 1.325, 0.514)  -1.035
C (2.529, -0.430, -0.366)  -0.972
C (-5.979, -3.205, -1.495)  -1.514
C (2.749, 2.466, -3.114)  -0.632
C (-3.551, -3.181, -0.816)  0.787
H (3.422, -1.068, -0.385)  0.340
H (-5.817, -3.775, -2.409)  0.328
H (-1.714, 1.545, -0.109)  0.404
H (1.318, -0.020, 3.402)  0.507
H (-6.790, -2.502, -1.666)  0.370
H (0.385, 2.371, 0.836)  0.351
H (1.799, 2.063, -2.755)  0.146
H (6.417, 4.075, 0.955)  0.377
H (-2.702, 0.533, 1.987)  0.482
H (-4.236, -5.121, -0.227)  0.333
H (-1.131, 0.251, 3.944)  0.441
H (5.093, 4.670, -1.053)  0.432
H (-3.621, 0.674, -0.554)  0.330
H (-6.287, -3.905, -0.719)  0.318
H (-0.512, -1.087, 0.335)  0.082
H (-2.525, -5.056, -0.666)  0.379
H (-5.622, -0.545, -1.196)  0.302
H (-0.848, -0.933, 2.670)  0.294
H (-3.770, -5.001, -1.919)  0.329
H (2.571, 3.067, -4.006)  0.330
H (1.761, -0.895, -0.994)  0.406
H (3.418, 1.639, -3.363)  0.277
H (0.739, 1.644, 3.123)  0.356
H (-1.506, -3.028, -0.230)  0.362
H (0.717, 1.252, -0.498)  0.217
H (-1.720, 1.974, 2.288)  0.457
H (6.052, 1.869, 2.032)  0.402
H (4.377, 0.345, 1.151)  0.396

Values from the calculation:
E_LUMO   0.70 eV
HOMO-LUMO gap   8.40 eV
Structure (SMILES)   COc1ccccc1OCC(=O)N1CCC[C@H](Nc2ccc(C)c(C)c2)C1
Multiplicity   1
E   -32391.297 eV
Net charge   0
Largest force on an atom   0.013 Eh/bohr


Computed, not measured: the molecule C22H28N2O3, with ωB97M-V/def2-TZVPD.

Each line ends with the Mulliken charge.
Element x y z (Å)
O (2.133, 1.191, -1.844)  -0.685
O (0.149, -0.678, 1.526)  -0.677
O (-3.884, 0.724, 0.867)  -0.480
N (1.070, 1.774, 0.063)  -0.120
N (1.568, -1.297, -0.110)  0.022
C (3.881, -0.550, -0.381)  -1.318
C (-1.787, 1.755, 0.181)  0.922
C (-3.240, -0.520, 1.018)  -0.580
C (-3.180, 4.132, -0.089)  -0.524
C (2.483, -0.189, 0.111)  0.610
C (-0.673, -1.580, -2.199)  -1.846
C (-2.154, -4.625, -0.517)  -0.600
C (-0.469, -2.529, 0.152)  0.747
C (-1.820, 4.097, -0.346)  -0.869
C (-1.664, -4.525, 0.775)  -0.762
C (-3.150, 1.792, 0.456)  0.231
C (-0.832, -3.473, 1.106)  -0.466
C (-0.977, -2.608, -1.147)  0.994
C (0.421, -1.412, 0.587)  0.117
C (5.012, 0.260, 0.270)  0.555
C (4.801, 1.763, 0.109)  -1.453
C (-1.820, -3.670, -1.459)  -0.748
C (-3.846, 2.993, 0.314)  -0.600
C (-1.118, 2.907, -0.210)  0.266
C (5.200, -0.105, 1.741)  -1.487
C (1.899, 1.009, -0.666)  -0.111
C (0.360, 2.898, -0.504)  -1.042
H (0.804, 3.832, -0.134)  0.430
H (-2.895, -0.909, 0.055)  0.250
H (-1.241, 0.834, 0.289)  -0.242
H (4.058, -1.611, -0.191)  0.412
H (0.834, 1.496, 1.006)  0.425
H (1.710, -1.853, -0.938)  0.367
H (-4.902, 3.005, 0.528)  0.463
H (-2.222, -3.740, -2.459)  0.432
H (4.333, 0.177, 2.334)  0.290
H (-1.933, -5.259, 1.519)  0.425
H (3.962, 2.104, 0.710)  0.234
H (2.471, 0.018, 1.184)  0.308
H (-1.302, 4.993, -0.653)  0.412
H (-0.448, -3.370, 2.110)  0.477
H (5.360, -1.175, 1.855)  0.376
H (6.065, 0.414, 2.146)  0.440
H (0.530, 2.855, -1.586)  0.367
H (4.601, 2.012, -0.930)  0.338
H (-2.394, -0.465, 1.708)  0.276
H (3.902, -0.384, -1.462)  0.413
H (0.147, -1.912, -2.837)  0.412
H (-3.993, -1.195, 1.424)  0.312
H (-1.541, -1.433, -2.838)  0.528
H (5.932, -0.012, -0.261)  0.357
H (-2.807, -5.440, -0.788)  0.415
H (-0.399, -0.620, -1.767)  0.109
H (5.690, 2.303, 0.429)  0.515
H (-3.724, 5.059, -0.197)  0.366

Values from the calculation:
E_LUMO   0.73 eV
HOMO-LUMO gap   9.00 eV
Structure (SMILES)   COc1cccc(CNC(=O)[C@H](CC(C)C)NC(=O)c2ccccc2C)c1
Multiplicity   1
E   -32392.702 eV
Net charge   0
Largest force on an atom   0.011 Eh/bohr


Looking at energy above the lowest of the compared OMol25 structures with the same formula, charge and spin for the records above, in order, we have 227.1 91.5 kJ/mol.